74
Properties=species:S:1:pos:R:3:lowdin_charge:R:1 method="wB97M-V/def2-TZVPD" e_homo_ha=-0.303
H -2.913 4.767 0.113 0.108
C -1.023 0.100 -1.621 -0.196
H 1.061 3.977 -1.294 0.117
C 1.438 -0.821 -2.347 0.024
F -1.188 -3.142 -0.516 0.170
C 2.453 1.770 -0.644 0.050
C 1.202 -4.313 0.946 -0.546
H -4.348 -0.142 1.314 0.116
H 2.374 -2.160 6.309 0.110
H -2.736 2.701 1.490 0.114
H 4.500 -0.436 0.827 0.124
H -0.967 5.385 -1.346 0.113
C -4.858 1.197 -0.288 -0.016
F 1.242 -4.225 -0.390 0.173
N 1.401 -0.564 3.531 0.030
C -4.403 1.774 -1.469 -0.184
H -5.973 2.187 -2.847 0.136
C 3.698 -1.162 3.362 0.012
C 2.456 -1.719 5.326 -0.049
H 0.738 1.018 -6.284 0.092
C 3.525 0.901 -0.494 -0.077
C 2.547 0.177 1.565 -0.197
C -1.262 -3.731 0.677 -0.553
O 3.951 0.904 -2.784 -0.039
N 1.430 0.877 1.308 0.042
H 2.444 -1.151 -2.570 0.134
C -0.934 4.506 -0.715 -0.045
F -0.977 -2.959 3.621 0.117
H 0.391 -1.113 5.230 0.117
C -3.143 1.424 -1.923 0.044
C 0.203 3.718 -0.691 0.013
O 0.337 0.842 -5.429 -0.056
H 2.406 2.357 -1.551 0.125
H 4.618 -1.160 2.796 0.116
H 1.536 -1.395 -0.293 0.103
N -2.819 -0.020 -0.050 0.052
C 0.945 -0.931 -1.066 -0.114
F 2.370 -3.863 1.409 0.171
C -1.913 3.026 0.864 -0.135
O 0.386 -2.160 1.451 -0.321
N -0.237 -0.439 -0.680 0.038
H 4.526 -2.214 5.035 0.114
C 3.645 -1.746 4.617 -0.038
H -1.242 0.698 -3.680 0.115
C -0.240 -3.892 2.993 -0.544
C 2.552 -0.567 2.856 -0.217
O 5.571 0.139 -1.386 0.000
H 2.207 0.563 -4.529 0.122
F -1.497 -5.032 0.483 0.177
C -2.014 4.165 0.085 -0.058
H -5.835 1.438 0.113 0.118
F -2.335 -3.211 1.304 0.140
C -0.602 0.249 -2.936 0.068
C -2.385 0.515 -1.190 -0.216
F -0.890 -5.054 3.102 0.177
H -5.863 3.336 -1.520 0.125
F 1.104 -5.609 1.267 0.172
C -4.032 0.315 0.382 -0.133
C 0.025 -3.456 1.517 -0.314
H 1.430 -0.906 -5.139 0.137
N -0.823 2.267 0.891 0.040
C 3.618 0.174 0.682 0.067
C 1.241 0.062 -4.662 -0.188
F 0.911 -4.000 3.667 0.170
H -4.003 4.183 -2.607 0.085
C 4.480 0.635 -1.683 -0.679
C -5.270 2.749 -2.229 -0.206
C 1.354 -1.128 4.731 -0.132
H -2.754 1.878 -2.823 0.121
C 0.668 -0.175 -3.299 -0.148
O -4.551 3.578 -3.117 -0.049
Sn -0.610 -0.297 1.806 1.366
C 0.227 2.603 0.142 -0.213
C 1.429 1.738 0.276 -0.212

16
Properties=species:S:1:pos:R:3:nbo_charge:R:1 method="wB97M-V/def2-TZVPD" relative_energy_ev=0.589 charge=-1 smiles="CN[C@H](CS)C(=O)[O-]" e_homo_ha=-0.146
C 0.866 -2.091 0.082 -0.405
C -0.182 1.469 0.723 -0.496
H 0.805 -1.995 -1.003 0.182
H -0.634 -1.188 1.056 0.371
H -1.159 1.863 0.507 0.229
H -0.141 1.267 1.790 0.215
N 0.294 -0.938 0.755 -0.654
H 0.418 3.248 -0.762 0.136
S 0.938 2.864 0.409 -0.112
C 0.094 0.204 -0.145 -0.195
C -1.207 0.029 -1.030 0.748
H 1.889 -2.238 0.424 0.164
H 0.293 -2.960 0.411 0.185
O -1.388 0.984 -1.820 -0.791
H 1.040 0.428 -0.635 0.197
O -1.925 -0.945 -0.759 -0.774

17
Properties=species:S:1:pos:R:3:nbo_charge:R:1 method="wB97M-V/def2-TZVPD" relative_energy_ev=1.315 smiles="NC(=O)Nc1ccccn1" e_homo_ha=-0.326
N 2.491 1.141 -0.387 -0.823
H -1.650 2.204 0.365 0.160
C -1.546 1.314 0.198 0.111
O 3.600 -0.660 0.266 -0.662
H 1.666 1.776 -0.222 0.442
C 0.052 -0.371 -0.036 0.340
C -2.306 -0.938 -0.184 -0.115
H -3.038 -1.537 -0.136 0.187
N 1.384 -0.852 -0.024 -0.650
H -3.598 0.572 0.115 0.211
H 1.476 -1.779 0.607 0.421
C -2.602 0.361 0.007 -0.281
H 3.374 1.678 -0.316 0.404
C -0.877 -1.357 -0.160 -0.258
C 2.582 -0.081 -0.078 0.774
N -0.209 0.914 0.143 -0.481
H -0.800 -2.385 -0.159 0.219

47
Properties=species:S:1:pos:R:3:nbo_charge:R:1 method="wB97M-V/def2-TZVPD" relative_energy_ev=0.000 smiles="O=C(Nc1ccc2c(c1)OCCO2)C1CCN(S(=O)(=O)c2ccc(Br)s2)CC1" e_homo_ha=-0.301
O -4.997 -0.808 0.520 -0.937
N -3.100 -2.378 0.138 -0.684
H 3.756 -2.744 -0.777 0.214
H -2.027 -3.670 1.357 0.217
C 4.791 -1.060 -0.011 0.297
C 6.844 0.101 1.285 -0.096
C 0.056 -1.369 -1.186 0.698
H -1.238 -2.116 1.041 0.202
H 3.446 1.974 0.582 0.227
H -1.601 -4.385 -0.975 0.215
C -2.642 0.201 0.985 -0.568
C -1.597 0.485 1.812 -0.195
C -3.383 -2.402 -1.275 -0.226
H 7.324 -0.415 -0.751 0.180
C 3.490 0.940 0.284 -0.205
O 5.968 -1.760 0.027 -0.497
H 7.929 -1.592 0.454 0.202
S -3.741 -1.190 1.087 2.358
H -0.093 -3.878 -0.211 0.219
H -0.376 -2.965 -2.547 0.222
H -0.032 2.033 1.933 0.239
C 2.444 -1.043 -0.568 0.145
C -2.221 -1.890 -2.129 -0.433
O -3.678 -1.658 2.438 -0.933
S -2.808 1.334 -0.289 0.537
C 3.659 -1.710 -0.479 -0.292
C -0.868 -2.485 -1.695 -0.307
C -0.892 1.640 1.423 -0.294
C 7.101 -0.933 0.191 -0.098
C -1.832 -2.918 0.584 -0.226
H -4.270 -1.784 -1.415 0.250
H 6.600 -0.418 2.223 0.179
N 1.343 -1.771 -1.048 -0.599
H 7.713 0.743 1.437 0.203
C -1.058 -3.525 -0.580 -0.403
H -2.157 -0.804 -2.037 0.244
H 1.437 0.828 -0.288 0.257
O 5.779 0.948 0.914 -0.481
O -0.344 -0.255 -0.925 -0.629
C -1.430 2.193 0.300 -0.298
Br -0.806 3.710 -0.585 0.122
C 4.703 0.274 0.399 0.184
C 2.368 0.297 -0.199 -0.262
H -3.640 -3.429 -1.559 0.191
H -1.364 -0.113 2.673 0.245
H 1.565 -2.719 -1.317 0.396
H -2.427 -2.125 -3.173 0.217

24
Properties=species:S:1:pos:R:3:nbo_charge:R:1 method="wB97M-V/def2-TZVPD" relative_energy_ev=0.929 charge=-1 e_homo_ha=-0.089
H 0.067 -2.252 -1.904 0.133
H 0.983 -3.677 0.477 0.471
H 1.107 -0.279 -0.529 0.158
H -1.285 -1.777 -4.104 0.202
H 0.231 -0.748 -2.673 0.185
H -0.845 1.810 2.587 0.172
N 1.060 0.024 1.916 -0.851
H -2.340 -2.448 -2.777 0.193
C -0.681 1.767 1.505 -0.533
H 0.970 0.443 2.835 0.348
H -1.670 1.866 1.047 0.178
H -0.877 -0.368 1.420 0.147
C -0.524 -1.343 -2.136 -0.207
O 1.913 -3.894 0.590 -0.935
S 0.361 3.180 0.995 -0.728
H -1.549 -0.992 -0.394 0.345
C 0.140 0.213 -0.352 -0.234
N -0.941 -0.509 -1.042 -0.634
H 2.295 -3.664 -0.261 0.464
H -2.328 -0.792 -3.125 0.218
H 1.920 0.404 1.545 0.362
C -1.654 -1.664 -3.094 -0.623
H 0.221 1.190 -0.839 0.232
C -0.137 0.383 1.142 -0.063